(1)
Density functional theory data (ωB97M-V/def2-TZVPD) for 2 unconnected molecules or ions with the total composition C2H8NO2P.

Properties
**Energy above the lowest of the compared OMol25 structures with the same formula, charge and spin**: 526.81 kJ/mol
**HOMO-LUMO gap (alpha / beta)**: 7.650 / 9.081 eV
**Multiplicity**: 1
**Lowest unoccupied orbital energy (alpha / beta)**: 0.34 / 0.02 eV

Last column: Mulliken charge in e.
Positions of all 14 atoms, in Å:
C: -0.875 0.614 1.438  -0.861
C: -1.544 0.146 -1.573  -1.137
N: 3.072 -0.480 0.232  -0.175
O: -0.429 -1.789 0.064  -0.597
O: 2.328 0.500 -0.257  -0.357
P: -0.432 -0.362 -0.115  0.643
H: -1.939 0.930 1.180  0.269
H: -0.906 -0.031 2.264  0.347
H: -0.279 1.593 1.609  0.270
H: -1.635 -0.703 -2.168  0.343
H: -2.524 0.327 -1.245  0.369
H: -1.235 0.938 -2.142  0.379
H: 3.224 -1.186 -0.485  0.269
H: 3.173 -0.497 1.198  0.238

(2)
Density functional theory data (ωB97M-V/def2-TZVPD) for a molecular structure, C2H8NO2P.

Properties
**Energy above the lowest of the compared OMol25 structures with the same formula, charge and spin**: 687.86 kJ/mol
**HOMO-LUMO gap (alpha / beta)**: 8.835 / 8.836 eV
**Multiplicity**: 1
**Lowest unoccupied orbital energy (alpha / beta)**: 0.10 / 0.10 eV

Last column: Mulliken charge in e.
Positions of all 14 atoms, in Å:
C: -0.379 -1.832 0.419  -1.037
C: 0.132 0.185 -1.802  -1.019
N: -0.317 1.933 1.129  -0.586
O: 2.112 0.637 0.783  -0.764
O: -0.800 0.612 0.830  -0.224
P: 0.280 -0.203 -0.037  0.897
H: -1.360 -1.839 0.159  0.400
H: 0.229 -2.733 0.115  0.339
H: -0.447 -1.992 1.535  0.303
H: 0.039 1.314 -1.982  0.321
H: 1.066 0.215 -2.224  0.397
H: -0.675 -0.377 -2.185  0.343
H: 0.847 1.847 1.221  0.385
H: -0.728 2.232 2.037  0.245

(3)
Density functional theory data (ωB97M-V/def2-TZVPD) for 2 unconnected molecules or ions with the total composition C2H8NO2Si.

Properties
**Total charge**: +1
**Energy above the lowest of the compared OMol25 structures with the same formula, charge and spin**: 181.87 kJ/mol
**HOMO-LUMO gap**: 8.559 eV
**Multiplicity**: 1
**Lowest unoccupied orbital energy**: -3.57 eV

Last column: Mulliken charge in e.
Positions of all 14 atoms, in Å:
C: 2.317 -0.157 -0.049  -0.134
C: -0.694 1.460 0.273  0.252
N: -0.050 1.671 -0.827  -0.204
O: 3.041 -1.220 0.157  -0.353
O: -1.386 0.409 0.518  -0.379
Si: -2.062 -1.340 0.302  0.503
H: 2.725 0.419 -0.927  0.125
H: -0.605 2.114 1.091  0.388
H: 2.703 -1.844 0.832  0.391
H: -0.280 1.127 -1.669  0.256
H: 0.556 2.430 -0.838  0.235
H: -1.274 -1.841 1.401  -0.038
H: -3.459 -1.394 0.714  -0.013
H: -1.532 -1.835 -0.978  -0.029

(4)
Density functional theory data (ωB97M-V/def2-TZVPD) for 3 unconnected molecules or ions with the total composition C2H8NO4.

Properties
**Total charge**: -1
**Energy above the lowest of the compared OMol25 structures with the same formula, charge and spin**: 35.46 kJ/mol
**HOMO-LUMO gap**: 9.190 eV
**Multiplicity**: 1
**Lowest unoccupied orbital energy**: 4.04 eV

Last column: Mulliken charge in e.
Positions of all 15 atoms, in Å:
O: -0.675 -1.721 -0.478  -0.804
C: -0.075 -0.622 -0.667  0.408
O: -0.333 0.178 -1.587  -0.785
C: 1.254 -0.509 0.120  -0.049
N: 1.647 0.903 0.240  -0.578
H: 1.112 -0.904 1.130  0.201
H: 2.025 -1.060 -0.423  0.173
H: 2.616 1.121 0.071  0.193
H: 1.025 1.480 -0.303  0.204
H: -1.996 -1.472 2.244  0.273
H: -1.091 -2.133 1.079  0.421
O: -1.423 -2.211 2.033  -0.710
H: -1.212 1.768 -1.688  0.457
H: -1.225 2.607 -0.451  0.288
O: -1.648 2.576 -1.322  -0.691

(5)
Density functional theory data (ωB97M-V/def2-TZVPD) for C2H8NOPS in the gas phase.

Properties
**Energy above the lowest of the compared OMol25 structures with the same formula, charge and spin**: 137.48 kJ/mol
**SMILES string**: CS[P@@](C)(N)=O
**HOMO-LUMO gap**: 10.059 eV
**Multiplicity**: 1
**Lowest unoccupied orbital energy**: 0.68 eV

Last column: Mulliken charge in e.
Positions of all 14 atoms, in Å:
C: 1.250 1.634 -1.373  -0.700
S: 1.427 1.179 0.454  -0.218
P: -0.432 0.175 0.394  0.865
C: -0.271 -1.628 -0.068  -1.080
N: -1.116 -0.299 1.805  -0.393
O: -1.315 0.986 -0.453  -0.709
H: 1.899 1.082 -2.012  0.292
H: 1.338 2.672 -1.409  0.347
H: 0.248 1.273 -1.478  0.228
H: -1.195 -2.138 -0.198  0.360
H: 0.341 -1.828 -1.034  0.297
H: 0.326 -2.178 0.738  0.310
H: -1.666 0.245 2.428  0.209
H: -0.834 -1.176 2.207  0.191

(6)
Density functional theory data (ωB97M-V/def2-TZVPD) for 2 unconnected molecules or ions with the total composition C2H8NOS.

Properties
**Total charge**: +1
**Energy above the lowest of the compared OMol25 structures with the same formula, charge and spin**: 522.25 kJ/mol
**HOMO-LUMO gap (alpha / beta)**: 9.014 / 8.835 eV
**Multiplicity**: 1
**Lowest unoccupied orbital energy (alpha / beta)**: -5.99 / -7.31 eV

Last column: Mulliken charge in e.
Positions of all 13 atoms, in Å:
C: -1.101 -0.552 1.205  -0.907
C: -0.171 -0.558 -1.478  -0.831
N: 2.166 0.860 0.354  -0.460
O: -1.077 1.656 -0.085  -0.412
S: -0.240 0.509 -0.007  0.850
H: -0.743 -0.314 2.127  0.353
H: -0.886 -1.613 1.058  0.377
H: -2.206 -0.350 1.132  0.380
H: -0.938 -1.183 -1.274  0.340
H: 0.721 -1.156 -1.596  0.385
H: -0.433 -0.106 -2.444  0.366
H: 2.590 1.152 1.234  0.262
H: 2.316 1.656 -0.225  0.297

(7)
Density functional theory data (ωB97M-V/def2-TZVPD) for a molecular structure, C2H8NOS.

Properties
**Total charge**: +1
**Energy above the lowest of the compared OMol25 structures with the same formula, charge and spin**: 316.41 kJ/mol
**HOMO-LUMO gap**: 9.218 eV
**Multiplicity**: 1
**Lowest unoccupied orbital energy**: -4.67 eV

Last column: Mulliken charge in e.
Positions of all 13 atoms, in Å:
C: -0.058 1.720 -0.176  -0.690
C: 0.340 -0.569 0.299  -0.438
N: -0.543 -1.802 0.517  -0.312
O: -0.639 0.510 0.171  -0.306
S: 1.729 -0.771 -1.540  -0.078
H: 0.044 1.800 -1.233  0.281
H: 0.816 1.865 0.434  0.393
H: -0.878 2.433 0.044  0.245
H: 1.206 -0.383 1.021  0.503
H: -1.291 -1.490 1.301  0.416
H: 0.075 -2.663 0.750  0.403
H: -0.907 -1.949 -0.429  0.401
H: 1.082 0.146 -2.285  0.182

(8)
Density functional theory data (ωB97M-V/def2-TZVPD) for 2 unconnected molecules or ions with the total composition C2H8NOS2.

Properties
**Total charge**: -1
**Energy above the lowest of the compared OMol25 structures with the same formula, charge and spin**: 142.56 kJ/mol
**HOMO-LUMO gap**: 5.743 eV
**Multiplicity**: 1
**Lowest unoccupied orbital energy**: 2.84 eV

Last column: Mulliken charge in e.
Positions of all 14 atoms, in Å:
C: 0.081 -1.247 -0.926  -0.525
S: 0.313 -1.288 -2.729  -0.079
S: -0.112 -3.242 -3.192  -0.285
H: -0.942 -1.549 -0.701  0.294
H: 0.227 -0.162 -0.652  0.177
H: 0.752 -1.935 -0.419  0.306
H: 1.114 -3.700 -3.491  0.117
N: -0.813 2.474 2.115  -0.715
C: 0.173 1.440 1.741  -0.405
O: 0.363 1.272 0.415  -0.874
H: -0.451 3.366 1.794  0.240
H: -1.653 2.302 1.576  0.277
H: 1.120 1.767 2.236  0.239
H: -0.173 0.502 2.233  0.233

(9)
Density functional theory data (ωB97M-V/def2-TZVPD) for 2 unconnected molecules or ions with the total composition C2H8NPS.

Properties
**Energy above the lowest of the compared OMol25 structures with the same formula, charge and spin**: 178.92 kJ/mol
**HOMO-LUMO gap**: 9.006 eV
**Multiplicity**: 1
**Lowest unoccupied orbital energy**: 0.85 eV

Last column: Mulliken charge in e.
Positions of all 13 atoms, in Å:
C: -1.170 0.507 -0.115  -1.029
C: -0.574 -0.568 0.725  -0.103
N: 1.326 -0.023 0.957  -0.513
P: 2.084 -0.762 -0.359  -0.004
S: -0.647 -2.217 0.144  -0.095
H: -0.747 0.501 -1.116  0.291
H: -2.246 0.340 -0.187  0.344
H: -0.994 1.477 0.339  0.310
H: -0.871 -0.546 1.771  0.338
H: 1.559 -0.516 1.817  0.259
H: 1.624 0.173 -1.309  0.016
H: 3.299 -0.072 -0.216  0.060
H: -0.378 -1.953 -1.135  0.127

(10)
Density functional theory data (ωB97M-V/def2-TZVPD) for 2 unconnected molecules or ions with the total composition C2H8NS.

Properties
**Total charge**: -1
**Energy above the lowest of the compared OMol25 structures with the same formula, charge and spin**: 116.83 kJ/mol
**HOMO-LUMO gap**: 6.459 eV
**Multiplicity**: 1
**Lowest unoccupied orbital energy**: 4.22 eV

Last column: Mulliken charge in e.
Positions of all 12 atoms, in Å:
N: 2.160 3.102 -1.695  -0.747
H: 1.895 2.296 -2.262  0.252
H: 2.773 2.764 -0.940  0.231
H: 1.258 3.328 -1.040  0.259
C: -1.448 -2.532 0.777  -0.853
C: -0.484 -1.203 1.067  -0.613
S: -0.282 0.175 -0.011  -0.678
H: -1.236 -2.589 -0.280  0.190
H: -2.438 -2.076 1.037  0.278
H: -1.004 -3.417 1.200  0.290
H: 0.558 -1.590 1.222  0.180
H: -0.820 -0.822 2.046  0.210

Values of E_tot, in order: -627.455343; -627.394001; -575.357493; -436.807218; -950.571589; -608.746331; -608.824731; -1007.365033; -875.207748; -533.926590, all in Eh.